1.
This record from the Open Molecules 2025 dataset describes a cluster of 12 separate species, H24O12 in total at a distorted geometry. The level of theory is ωB97M-V with the def2-TZVPD basis set.

Positions of all 36 atoms, in Å:
O 0.019 2.897 1.455
H 0.830 3.394 1.563
H 0.283 2.105 0.989
O 0.314 0.161 0.363
H 0.111 0.854 -0.265
H 0.577 -0.584 -0.177
O -0.871 0.920 3.646
H -1.484 1.487 4.115
H -0.749 1.349 2.799
O 1.726 -2.412 2.061
H 1.719 -1.459 2.150
H 2.576 -2.611 1.671
O 3.238 -0.340 0.234
H 3.111 -0.216 1.174
H 3.699 0.448 -0.052
O -2.111 0.529 -1.971
H -2.976 0.412 -2.364
H -1.591 -0.198 -2.315
O -2.851 1.880 0.368
H -2.823 2.755 -0.020
H -2.622 1.291 -0.351
O -0.275 2.350 -1.503
H -0.576 3.241 -1.678
H -0.995 1.791 -1.795
O 1.871 -0.494 -2.325
H 2.470 -0.982 -2.891
H 2.303 -0.481 -1.472
O -0.420 -1.196 -3.520
H -0.293 -1.926 -4.126
H 0.416 -1.119 -3.059
O -0.458 -3.275 0.310
H -0.840 -4.086 0.644
H 0.405 -3.228 0.723
O -1.558 -1.173 2.090
H -1.093 -1.743 1.477
H -1.085 -0.342 2.052

Atoms 1-2, force components in eV/Å:
O -0.3756 0.3919 0.3539
H 0.2731 0.0198 0.0852

* gap between HOMO and LUMO (spin up / spin down): 2.583 / 9.424 eV
* ΔE to the lowest compared entry with this formula, charge and spin: 1.001 eV
* total charge: -1
* HOMO (spin up / spin down): 0.10 / -6.84 eV
* 2S+1: 2

Löwdin population analysis, charges in e, atoms 1 to 8: atom 1 (O): -0.0762, atom 2 (H): 0.0351, atom 3 (H): -0.0173, atom 4 (O): -0.0664, atom 5 (H): -0.0146, atom 6 (H): 0.0146, atom 7 (O): -0.0628, atom 8 (H): 0.0379

=====

2.
This record from the Open Molecules 2025 dataset describes a cluster of 2 separate species, C2H6N3O2 in total at a distorted geometry. The level of theory is ωB97M-V with the def2-TZVPD basis set.

Positions of all 13 atoms, in Å:
C -0.809 -0.067 -0.892
C 2.004 0.182 0.052
N 1.987 0.148 1.323
N -1.825 0.216 -1.680
N -1.297 -0.501 0.451
O -0.634 -0.239 1.438
O -2.523 -0.758 0.518
H 0.916 -0.183 -0.296
H 2.888 0.465 -0.482
H 0.957 0.085 1.570
H 2.743 0.261 2.005
H -1.615 0.447 -2.610
H -2.790 -0.056 -1.397

Atoms 1-2, force components in eV/Å:
C -0.5223 0.3266 -1.9550
C -1.5294 -1.2198 0.3988

* gap between HOMO and LUMO: 8.623 eV
* ΔE to the lowest compared entry with this formula, charge and spin: 5.352 eV
* total charge: +1
* HOMO: -14.42 eV

Löwdin population analysis, charges in e, atoms 1 to 8: atom 1 (C): 0.0277, atom 2 (C): 0.1086, atom 3 (N): 0.1528, atom 4 (N): 0.1886, atom 5 (N): -0.3195, atom 6 (O): 0.0628, atom 7 (O): 0.0934, atom 8 (H): 0.0623

=====

3.
This record from the Open Molecules 2025 dataset describes a structure of composition C37H85Ca3N4O14P2 at a distorted geometry. The level of theory is ωB97M-V with the def2-TZVPD basis set.

Positions of all 145 atoms, in Å:
Ca 0.540 4.113 -2.359
Ca -2.552 4.207 2.443
Ca 2.287 0.613 3.123
P -1.720 7.354 -0.758
O -0.872 6.392 0.093
O -2.956 7.069 0.165
O -1.725 6.767 -2.162
O -1.442 8.848 -0.514
P 0.379 0.532 -0.203
O -0.410 1.095 1.029
O 1.477 1.606 -0.034
O -0.112 0.896 -1.614
O 1.056 -0.775 0.320
O 1.101 4.427 7.906
C 1.273 3.868 6.726
O 0.274 3.743 5.992
O 2.305 3.291 6.401
H 2.025 4.344 8.151
C -2.640 -1.824 -8.150
C -2.049 -1.275 -9.468
C -2.783 -0.019 -9.675
O -3.511 0.228 -8.466
C -3.007 -0.568 -7.375
H -1.985 -2.418 -7.512
H -3.490 -2.496 -8.276
H -2.168 -2.046 -10.230
H -0.977 -1.114 -9.353
H -3.510 0.038 -10.486
H -2.188 0.838 -9.991
H -3.696 -0.610 -6.531
H -2.153 0.004 -7.012
C 2.281 -5.202 -5.630
C 2.773 -3.820 -5.302
C 3.465 -4.148 -4.041
O 4.353 -5.201 -4.444
C 3.572 -5.933 -5.432
H 1.892 -5.165 -6.648
H 1.441 -5.515 -5.010
H 2.082 -2.993 -5.137
H 3.555 -3.539 -6.007
H 2.822 -4.395 -3.196
H 4.181 -3.369 -3.778
H 3.399 -6.959 -5.109
H 4.069 -6.048 -6.396
C 0.615 -3.860 7.815
C -0.748 -3.770 7.181
C -0.362 -3.118 5.859
O 0.788 -2.310 6.128
C 1.240 -2.491 7.435
H 1.098 -4.735 7.378
H 0.632 -4.027 8.892
H -1.469 -3.148 7.711
H -1.278 -4.715 7.055
H -1.154 -2.497 5.440
H 0.006 -3.889 5.182
H 0.866 -1.766 8.158
H 2.301 -2.521 7.684
C -3.559 -5.037 -0.313
C -4.317 -4.984 0.998
N -4.579 -6.381 1.452
C -5.870 -6.523 2.088
C -5.918 -5.793 3.475
C -3.569 -7.066 2.253
C -3.802 -8.582 2.317
H -3.180 -4.114 -0.752
H -4.204 -5.527 -1.042
H -2.753 -5.738 -0.093
H -3.684 -4.375 1.643
H -5.279 -4.500 0.834
H -6.610 -6.181 1.365
H -6.160 -7.563 2.233
H -5.204 -6.118 4.232
H -5.721 -4.724 3.399
H -6.950 -6.014 3.747
H -3.491 -6.656 3.261
H -2.670 -6.965 1.646
H -2.940 -9.185 2.602
H -4.164 -8.948 1.356
H -4.580 -8.832 3.038
C 6.261 5.654 -4.988
C 5.096 4.986 -4.172
N 3.735 5.575 -4.244
C 3.091 5.367 -5.554
C 2.933 3.806 -5.883
C 3.649 7.033 -3.933
C 4.155 7.356 -2.471
H 6.724 6.532 -4.537
H 6.062 6.047 -5.985
H 7.156 5.037 -4.906
H 5.041 3.914 -4.362
H 5.296 4.985 -3.100
H 2.123 5.860 -5.645
H 3.734 5.862 -6.282
H 2.168 3.577 -6.625
H 3.853 3.433 -6.333
H 2.776 3.229 -4.971
H 2.615 7.378 -3.893
H 4.037 7.619 -4.765
H 4.092 8.428 -2.284
H 5.201 7.098 -2.303
H 3.583 6.947 -1.639
C -6.463 1.761 4.693
C -7.315 2.464 3.735
N -6.722 2.779 2.430
C -7.652 3.803 1.830
C -9.046 3.207 1.467
C -6.450 1.559 1.622
C -5.915 1.834 0.186
H -6.996 1.528 5.615
H -5.578 2.376 4.854
H -6.114 0.769 4.404
H -8.110 1.783 3.431
H -7.706 3.317 4.290
H -7.798 4.713 2.411
H -7.152 4.071 0.899
H -9.525 2.865 2.384
H -9.674 4.010 1.080
H -9.015 2.442 0.691
H -7.311 0.902 1.741
H -5.707 0.920 2.098
H -6.823 1.970 -0.402
H -5.430 0.998 -0.318
H -5.274 2.712 0.095
C 8.652 0.897 3.670
C 7.136 0.524 3.993
N 6.296 0.376 2.794
C 6.626 -0.922 2.204
C 6.203 -2.143 3.047
C 6.680 1.354 1.706
C 6.428 2.809 2.199
H 9.165 0.249 2.958
H 9.213 0.678 4.579
H 9.019 1.869 3.340
H 7.085 -0.337 4.660
H 6.685 1.330 4.572
H 6.179 -0.979 1.212
H 7.674 -1.090 1.956
H 7.010 -2.553 3.654
H 5.468 -1.897 3.814
H 5.734 -2.982 2.534
H 6.163 1.068 0.790
H 7.690 1.362 1.297
H 6.612 3.489 1.367
H 7.188 3.046 2.943
H 5.498 3.164 2.642

Atoms 1-2, force components in eV/Å:
Ca -1.0463 -0.3820 2.2347
Ca 0.6901 0.7448 -1.2927

* gap between HOMO and LUMO: 2.770 eV
* ΔE to the lowest compared entry with this formula, charge and spin: 30.705 eV
* total charge: -1
* HOMO: -2.81 eV

Löwdin population analysis, charges in e, atoms 1 to 8: atom 1 (Ca): 1.5013, atom 2 (Ca): 1.2122, atom 3 (Ca): 1.5334, atom 4 (P): -0.1733, atom 5 (O): -0.4743, atom 6 (O): -0.3780, atom 7 (O): -0.5018, atom 8 (O): -0.4140

=====

4.
This record from the Open Molecules 2025 dataset describes a structure of composition C39H36ClN3RhSi2 at a distorted geometry. The level of theory is ωB97M-V with the def2-TZVPD basis set.

Positions of all 82 atoms, in Å:
C 1.520 -0.296 0.056
C 1.121 -0.357 -1.322
C 0.772 0.969 -1.747
H 1.169 -1.257 -1.923
C 0.965 1.851 -0.643
C 1.433 1.078 0.459
H 1.721 1.493 1.430
H 1.906 -1.121 0.679
H 0.418 1.237 -2.733
H 0.833 2.923 -0.676
Rh -0.345 0.400 -0.206
Si -4.650 2.812 -4.122
C -5.978 1.882 -4.990
C -7.369 2.043 -4.847
H -7.748 2.644 -4.025
C -8.257 1.438 -5.750
H -9.340 1.545 -5.611
C -7.769 0.750 -6.857
H -8.443 0.281 -7.553
C -6.395 0.644 -7.049
H -5.960 0.177 -7.954
C -5.527 1.141 -6.083
H -4.449 0.975 -6.185
C -5.149 4.582 -4.262
C -5.318 5.021 -5.591
H -5.189 4.287 -6.420
C -5.579 6.380 -5.890
H -5.772 6.715 -6.924
C -5.586 7.319 -4.848
H -5.759 8.386 -5.066
C -5.456 6.888 -3.513
H -5.543 7.609 -2.694
C -5.215 5.522 -3.221
H -5.042 5.160 -2.194
H -3.492 2.899 -5.013
Si -2.844 1.409 -2.164
C -1.803 2.933 -2.560
C -1.177 3.081 -3.823
H -1.109 2.216 -4.535
C -0.477 4.247 -4.180
H -0.037 4.329 -5.167
C -0.296 5.275 -3.241
H 0.285 6.161 -3.501
C -0.842 5.119 -1.956
H -0.683 5.878 -1.206
C -1.563 3.958 -1.620
H -1.839 3.840 -0.550
C -2.397 -0.058 -3.359
C -1.244 -0.510 -4.065
H -0.215 -0.282 -3.757
C -1.407 -1.373 -5.157
H -0.534 -1.756 -5.695
C -2.674 -1.779 -5.597
H -2.815 -2.408 -6.474
C -3.803 -1.394 -4.870
H -4.830 -1.696 -5.129
C -3.657 -0.561 -3.766
H -4.526 -0.294 -3.161
H -4.255 2.352 -2.741
Cl -4.084 1.274 -0.520
N -0.333 -1.508 2.582
C -0.952 -2.218 1.556
C -1.333 -3.538 1.800
C -1.927 -4.239 0.771
C -2.177 -3.608 -0.448
C -1.750 -2.298 -0.631
N -1.218 -1.593 0.398
C -0.707 -0.222 2.929
C -0.714 0.138 4.280
C -1.078 1.434 4.606
C -1.474 2.308 3.597
C -1.430 1.895 2.275
N -1.082 0.626 1.950
H 0.029 -2.085 3.351
H -1.094 -3.964 2.781
H -2.189 -5.277 0.906
H -2.665 -4.115 -1.267
H -1.854 -1.805 -1.596
H -0.404 -0.611 5.026
H -1.074 1.780 5.637
H -1.773 3.331 3.789
H -1.645 2.577 1.452

Atoms 1-2, force components in eV/Å:
C 3.2701 -0.3753 0.3568
C 2.4680 -1.0228 -1.0253

* gap between HOMO and LUMO (spin up / spin down): 4.861 / 6.186 eV
* ΔE to the lowest compared entry with this formula, charge and spin: 0.393 eV
* total charge: +1
* HOMO (spin up / spin down): -7.12 / -10.73 eV
* 2S+1: 5

Löwdin population analysis, charges in e, atoms 1 to 8: atom 1 (C): -0.2181, atom 2 (C): -0.2236, atom 3 (C): -0.2325, atom 4 (H): 0.1164, atom 5 (C): -0.2048, atom 6 (C): -0.2177, atom 7 (H): 0.1257, atom 8 (H): 0.1256